ORCA calculation (ωB97M-V/def2-TZVPD) on a structure of composition C47H128HgN2O29 at a distorted geometry.

Last column: Mulliken charge in e.
Geometry (Å):
C1 5.3325 3.2472 1.6330  -0.32
H1 0.9801 -1.0973 -0.0714  -0.63
C2 -4.1859 -0.8057 -9.6509  -0.88
H2 5.2136 1.8258 -2.0085  0.73
H3 -0.2888 -2.0620 1.5419  -0.55
H4 -1.1925 -4.1850 2.3543  0.22
H5 -1.0705 1.7991 -1.5845  -0.02
O1 -4.1615 -0.0336 -6.0068  -0.39
O2 0.2359 3.2478 -4.9084  -0.56
H6 1.2632 -2.6597 -5.4136  0.24
H7 -0.7330 -5.3761 8.7161  0.29
C3 -2.7254 -4.0602 7.3764  -0.84
H8 0.0537 -1.1966 3.7861  -0.34
H9 1.5415 0.5468 -0.0094  -0.74
C4 -1.4658 1.6561 -5.4756  -0.70
H10 -1.5126 0.9927 -6.3864  0.25
H11 5.5016 0.5835 -0.1474  -0.01
H12 2.3668 7.2701 1.5974  0.55
O3 -1.0739 -4.9142 -2.1580  -0.37
H13 -5.1460 -0.6773 -10.1344  0.38
H14 2.6369 3.4153 -2.4533  0.14
C5 -0.8585 -3.9250 1.3211  -0.57
Hg1 -2.0856 0.2436 2.4739  1.55
H15 3.0628 -6.6167 -1.3847  0.34
H16 -5.6025 1.1710 6.0653  0.35
H17 8.1946 1.8939 -2.4388  0.38
H18 1.0191 -1.0452 5.7069  0.20
H19 -1.3702 -4.5068 0.4869  0.19
H20 0.7540 -3.4863 4.2616  0.09
H21 5.2182 -1.7303 1.5579  0.22
C6 -3.9604 0.7361 4.7384  1.30
H22 -3.1132 -3.8514 -4.8363  -0.02
H23 4.2577 -4.7409 0.6342  0.38
H24 -1.3138 -0.2255 -0.3606  -0.74
O4 -3.6282 -0.1646 -0.0443  0.24
C7 3.1945 6.4447 4.0157  -0.70
H25 -4.4521 -1.7888 -1.0919  0.27
H26 -2.1747 -3.0499 -2.3200  0.23
H27 6.5015 -1.9664 0.5085  0.16
C8 0.4379 4.0307 4.9014  -0.11
C9 -0.5203 0.4418 0.0420  2.79
O5 -0.5731 6.1614 2.6262  0.22
H28 -6.0242 1.0924 4.2989  0.30
O6 -0.5989 -2.7227 -4.4064  -0.21
O7 -3.6555 2.3985 1.1573  -0.04
H29 -1.5040 5.9960 -4.0193  0.32
O8 -0.5148 -0.6615 4.4258  1.24
O9 -1.4047 6.3158 -1.0982  -0.48
H30 -0.8014 -6.7939 7.5153  0.21
H31 6.1034 3.9293 2.0359  0.41
H32 5.7321 -1.4182 -2.6319  0.09
H33 -1.5075 -6.6176 -3.0434  0.35
H34 0.1501 2.5183 -0.2892  0.08
O10 4.7412 -2.9060 -0.1208  -0.08
H35 -0.2701 -1.5211 -2.6093  -0.03
H36 2.4507 2.5974 0.9345  0.02
H37 -5.8803 0.1632 -4.7311  0.30
H38 4.1083 1.3280 0.7692  -1.08
O11 7.1666 0.1335 -2.0406  -0.10
H39 -5.0714 -3.6410 3.5849  0.48
C10 -5.4626 -0.4199 -5.5655  -0.66
C11 -1.5456 5.3007 -3.1547  -0.84
H40 -3.6480 -4.5067 7.7912  0.41
C12 -3.1354 -3.1358 6.1975  0.36
O12 -4.1104 -3.4398 -6.5358  -0.13
H41 -6.0344 -2.5873 -8.1061  0.26
O13 -1.0975 -2.4434 1.2158  0.96
H42 -0.5906 4.8350 -2.8763  0.26
H43 4.0057 6.9028 3.4686  0.34
H44 4.3510 0.8273 5.1488  0.26
N1 -2.1365 6.0505 -2.0448  0.92
H45 1.1268 3.1944 1.8947  -0.16
H46 -2.8528 -5.4839 -2.9989  0.26
H47 -0.2956 -2.0987 -6.2805  0.15
C13 -4.8780 0.5640 0.1419  -0.70
H48 0.8086 -2.9490 -2.8343  0.47
C14 -3.8285 -1.5304 -0.1745  -0.37
C15 -1.1766 -3.4663 -2.1344  0.63
H49 3.2807 5.3889 3.9506  0.14
H50 -4.0624 -0.5491 -6.8517  0.48
H51 -5.2099 -4.6693 -7.8154  0.32
H52 -2.2151 4.5433 -3.4633  0.36
H53 -3.9004 0.2325 -9.3560  0.25
C16 5.8278 -0.9476 -3.6186  -0.33
H54 -3.4129 -3.2138 3.4731  -0.22
H55 -0.2756 -0.0043 6.3300  0.38
H56 -2.4219 3.9153 0.6121  0.23
H57 1.9839 -1.4298 3.0137  -0.17
H58 -3.6265 -4.2259 -8.3844  0.38
H59 -2.0810 2.5551 -5.4956  0.36
C17 2.0405 2.5790 1.9785  -0.13
H60 0.2100 2.1370 4.9190  0.13
C18 -5.4362 0.6218 5.0902  -1.65
H61 -2.3110 -2.8906 5.5477  -0.23
H62 -5.7132 -0.4281 5.1248  0.40
O14 -3.3048 6.3959 -2.0744  -0.57
C19 1.7183 6.7280 2.2593  0.41
H63 1.7702 -4.4865 -0.1654  0.22
H64 -1.6106 1.0987 -4.5283  0.20
H65 -3.3879 0.1218 5.5159  -0.37
H66 4.5598 3.9062 1.1789  0.15
H67 3.6025 -1.2786 -4.3397  0.36
O15 -1.8830 -5.1065 6.9759  -0.25
H68 1.8431 5.6475 2.0350  -0.37
C20 -1.7482 -5.5671 -3.1570  -0.64
H69 3.3160 6.6885 5.0315  0.28
H70 -4.2679 -1.8710 0.7762  0.14
H71 5.9153 -3.4037 1.4238  0.37
C21 -4.4605 -3.9157 -7.7986  -0.63
C22 2.5716 -5.9987 -2.0891  -0.68
O16 1.8163 1.2186 2.4202  1.66
O17 1.9527 6.9671 3.6238  -0.40
H72 0.4871 -1.1201 -4.9815  0.12
H73 2.4821 -2.9312 4.1895  0.40
C23 -4.2681 -3.1773 4.1007  -0.22
C24 3.6416 -0.4184 -3.6466  -0.22
H74 2.6653 3.0922 2.6900  0.11
C25 4.9874 1.5381 0.1297  1.22
C26 -1.3437 6.9239 3.5090  -0.91
O18 1.2492 -2.0679 2.8452  0.73
H75 8.1098 1.3863 -0.7155  0.19
C27 0.8228 -0.0904 -0.4192  -0.78
H76 -3.9238 2.7168 3.8561  0.00
H77 -1.6626 2.1936 -0.1471  -1.53
H78 4.9797 -0.7591 4.7884  0.38
H79 1.9188 -4.1698 3.0892  0.30
C28 -3.3052 -4.3532 -5.7775  -0.62
H80 0.1967 6.7379 0.8598  0.09
H81 -5.3189 0.3931 1.0929  0.13
C29 2.6419 -4.0087 -0.7480  0.51
C30 8.2038 1.0519 -1.7492  -0.90
H82 4.8507 2.7074 2.4645  0.01
H83 3.5001 4.9938 -2.4276  0.28
H84 -2.9196 3.9044 2.2004  -0.01
H85 -2.3934 2.1084 4.5967  -0.07
H86 2.8511 -6.2754 -3.1581  0.20
H87 -6.1803 -0.3010 -6.3551  0.27
H88 7.9099 -1.1261 -3.6407  0.45
C31 4.3779 0.0463 4.3705  -0.67
H89 -3.9758 2.0755 -0.8582  0.22
H90 -1.4497 -5.2020 -4.1465  0.20
C32 -5.0585 -2.7602 -8.5175  -0.55
O19 3.1058 -0.5300 4.2105  -0.43
C33 -3.2656 3.7466 1.2396  -0.76
O20 -0.4177 0.5266 1.4854  -0.71
H91 4.1865 3.6470 -3.3501  0.30
H92 -2.2499 -3.5099 8.2065  0.40
C34 -0.7002 1.8297 -0.5031  0.39
H93 -2.8206 -1.9968 -0.2502  -0.23
H94 -1.9675 7.7382 3.0846  0.31
O21 5.9463 2.3537 0.7888  -0.43
O22 -4.2309 -1.5505 -8.3946  -0.37
H95 -4.5131 -2.0922 4.1630  0.12
C35 5.6095 -2.4945 0.9040  -0.79
O23 0.8537 2.7122 5.2321  -0.57
H96 2.3357 -3.0105 -0.8951  -0.66
H97 2.5705 0.2392 3.8325  -0.14
H98 5.8582 -1.6100 -4.4473  0.54
C36 0.3006 7.0179 1.9377  -0.84
H99 0.1925 -4.1007 1.1691  -0.24
H100 3.6300 1.5013 -1.5220  -0.20
H101 0.1924 8.0473 2.1727  0.50
O24 -3.8303 0.1921 3.4027  -0.31
H102 -3.8425 -5.2920 -5.5844  0.36
H103 0.7879 0.0266 -1.5392  0.46
O25 0.8265 1.4245 -5.8611  -0.54
C37 7.1695 -0.3577 -3.4252  -0.83
C38 -3.4573 2.1563 4.6952  -0.97
C39 3.7117 -3.8154 0.3526  -0.34
H104 -3.5286 -2.1914 6.5879  0.21
H105 3.5852 -0.7700 -2.5947  0.08
H106 -0.4619 -1.7138 6.2295  0.08
H107 1.5015 -6.1086 -1.9360  0.22
O26 2.9671 -4.6085 -1.9808  -0.29
C40 0.2811 -2.1570 -5.3090  -0.54
H108 3.2066 -3.3725 1.2299  0.10
H109 -5.3899 -1.4663 -5.1671  0.17
H110 4.8057 0.5544 3.4609  0.10
H111 7.3055 0.5053 -4.0982  0.33
C41 3.6607 3.8872 -2.4283  -0.61
O27 4.2427 3.4344 -1.2251  -0.48
H112 -3.7417 2.5860 5.6720  0.56
H113 -5.1352 -3.0826 -9.5749  0.48
O28 -4.0989 -3.7690 5.3538  -0.46
H114 -2.2506 -6.4212 8.5748  0.29
H115 0.3259 4.4832 5.8667  0.42
C42 -1.4041 -5.9744 8.0119  -0.73
H116 1.2075 4.5183 4.3255  -0.09
H117 -5.3819 2.6064 0.1393  0.60
C43 -0.0264 -0.8617 5.7536  -1.02
N2 -0.0383 2.1864 -5.4172  0.97
H118 -0.6443 7.4064 4.2380  0.29
H119 -2.0033 6.1808 4.0820  0.18
C44 -4.4758 2.0282 0.0884  -0.64
H120 -3.4216 -1.2569 -10.3079  0.29
H121 -5.5808 0.3658 -0.7220  0.39
C45 -0.2194 -2.5914 -2.9573  -0.04
H122 9.1853 0.5406 -1.8067  0.33
C46 4.5136 2.0604 -1.2363  -0.13
H123 2.8984 0.4020 -3.9647  0.08
C47 1.6243 -3.2547 3.6051  -1.10
H124 0.8735 0.9164 2.1594  -0.79
H125 -4.0654 4.4558 1.0073  0.43
H126 -0.8891 -3.2768 -1.1317  -0.95
H127 -2.2992 -4.5037 -6.2339  0.31
H128 -0.4854 4.0844 4.3719  -0.02
O29 4.9429 0.1654 -3.7517  -0.41

The value obtained for the HOMO energy is -8.87 eV. The gap between HOMO and LUMO is 9.00 eV. The calculation puts the LUMO energy at 0.00488 Ha.